138
Properties=species:S:1:pos:R:3:mulliken_charge:R:1 method="wB97M-V/def2-TZVPD" relative_energy_kj_mol=0.0 homo_lumo_gap_ev=8.003 homo_energy_ev=-8.3 energy_ha=-3671.51410
C 0.0851 1.5964 -1.8366 -1.02
C 0.8962 1.0730 -2.9933 0.99
N 1.4887 -0.0417 -2.8433 -0.64
C 0.9731 1.8084 -4.3142 -1.02
O 1.5874 3.1114 -4.2363 -0.30
C 2.8637 3.0917 -3.8282 0.60
O 3.6129 2.1746 -3.9227 -0.48
O 3.2494 4.2949 -3.3121 -0.27
C 2.6237 4.4953 -2.0406 -0.60
I 2.5531 6.5780 -1.6458 0.08
C 3.3739 3.6768 -0.9774 -0.20
C 2.8617 3.9758 0.4437 -1.15
I 5.4876 3.9012 -1.1040 0.18
H -0.8520 1.9695 -2.2369 0.43
H 0.6086 2.3911 -1.2998 -0.13
H -0.1195 0.7822 -1.1498 0.35
H 1.9908 -0.3004 -3.6932 0.34
H -0.0516 1.9893 -4.6483 0.41
H 1.4417 1.2055 -5.0848 0.47
H 1.5943 4.1392 -2.0719 0.44
H 3.1333 2.6295 -1.1727 0.40
H 3.5540 4.6029 0.9966 0.60
H 1.8907 4.4661 0.4355 0.04
H 2.7471 3.0111 0.9438 0.29
C -3.1941 -1.1701 -0.2792 -0.71
C -2.9257 0.1598 -0.8103 0.53
N -2.6584 1.1999 -1.2189 -0.47
H -2.2699 -1.6170 0.0831 -0.05
H -3.9001 -1.1034 0.5472 0.33
H -3.6152 -1.8052 -1.0579 0.36
C -0.2858 -2.5288 -5.2932 -0.56
C 0.1469 -1.3362 -6.0110 0.43
N 0.5096 -0.3707 -6.5179 -0.56
H 0.5576 -3.0102 -4.8199 0.06
H -1.0034 -2.2410 -4.5262 0.24
H -0.7563 -3.2297 -5.9785 0.45
C 0.5310 -2.8926 2.0131 -0.69
C -0.8800 -3.0572 2.3616 0.51
N -1.9834 -3.1812 2.6606 -0.52
H 0.7186 -1.8682 1.7017 0.25
H 1.1499 -3.1199 2.8794 0.34
H 0.7866 -3.5697 1.1980 0.08
C 9.5055 1.9970 -1.1829 -0.75
C 8.8842 2.1945 0.1195 0.31
N 8.3974 2.3511 1.1450 -0.40
H 10.5884 2.0300 -1.0824 0.30
H 9.2107 1.0315 -1.5897 0.33
H 9.1894 2.7845 -1.8642 0.24
C -0.6985 -0.3523 5.3607 -0.61
C -0.4247 -0.1028 3.9502 0.16
N -0.2176 0.0812 2.8376 -0.32
H -0.1804 0.3742 5.9787 0.43
H -1.7642 -0.2765 5.5467 0.08
H -0.3611 -1.3519 5.6282 0.25
C 3.0717 -5.6066 -3.3006 -0.93
C 1.7609 -5.3091 -3.8555 0.61
N 0.7261 -5.0685 -4.2924 -0.56
H 3.6318 -6.2336 -3.9907 0.35
H 3.6213 -4.6824 -3.1276 0.30
H 2.9560 -6.1315 -2.3608 0.20
C 2.3569 2.8992 4.3823 -0.61
C 2.6408 4.2365 3.8774 0.35
N 2.8627 5.2895 3.4852 -0.42
H 3.2577 2.4717 4.8192 0.32
H 1.5804 2.9514 5.1441 0.27
H 2.0166 2.2590 3.5694 0.13
C -1.5771 -5.0560 -1.4641 -0.76
C -0.1256 -4.9366 -1.2331 0.23
N 1.0016 -4.8340 -1.0425 -0.60
H -2.0740 -4.9812 -0.5040 0.46
H -1.8992 -4.2545 -2.1144 0.34
H -1.7878 -6.0114 -1.9207 0.41
C 0.5868 -8.3552 -1.4592 -0.56
C 1.9828 -8.4450 -1.8668 0.40
N 3.0849 -8.4989 -2.1837 -0.46
H 0.5190 -7.8773 -0.4836 0.22
H 0.0305 -7.7631 -2.1846 0.06
H 0.1540 -9.3523 -1.4023 0.39
C 9.2168 6.2668 1.8544 -0.74
C 9.8787 5.8509 0.6256 0.35
N 10.3835 5.5111 -0.3478 -0.40
H 9.9290 6.2636 2.6772 0.28
H 8.8125 7.2701 1.7353 0.27
H 8.4049 5.5776 2.0817 0.26
C -3.9337 -0.7177 8.2799 -0.79
C -2.5426 -0.2984 8.1749 0.49
N -1.4405 0.0095 8.0714 -0.52
H -4.4805 -0.3967 7.3979 0.20
H -3.9864 -1.8018 8.3608 0.30
H -4.3927 -0.2739 9.1609 0.32
C -6.4289 -5.9035 -1.3485 -0.95
C -5.0345 -5.5962 -1.6219 0.34
N -3.9318 -5.3539 -1.8383 -0.31
H -7.0480 -5.5181 -2.1539 0.31
H -6.5632 -6.9816 -1.2712 0.33
H -6.7362 -5.4360 -0.4159 0.26
C 2.1607 -1.2033 -9.1854 -0.56
C 2.5485 -2.2510 -10.1234 0.28
N 2.8523 -3.0757 -10.8619 -0.37
H 1.2285 -0.7433 -9.5053 0.28
H 2.0227 -1.6240 -8.1943 0.06
H 2.9357 -0.4407 -9.1411 0.28
C -6.4338 -0.5668 -1.9453 -0.23
C -6.9370 -1.9302 -2.0442 0.30
N -7.3341 -3.0039 -2.1289 -0.38
H -5.4049 -0.5603 -1.5965 -0.30
H -6.4794 -0.0908 -2.9241 0.35
H -7.0423 -0.0057 -1.2474 0.24
C -0.5136 8.7713 -1.4490 -0.66
C -1.8956 8.4484 -1.1183 0.35
N -2.9832 8.1803 -0.8642 -0.45
H -0.4311 9.8099 -1.7648 0.36
H 0.1140 8.6097 -0.5755 0.21
H -0.1709 8.1222 -2.2521 0.19
C 0.0427 -3.2781 8.7693 -0.72
C -1.3640 -3.5255 9.0570 0.38
N -2.4762 -3.7026 9.2789 -0.42
H 0.1778 -2.2340 8.4889 0.21
H 0.6436 -3.4916 9.6510 0.30
H 0.3710 -3.9174 7.9516 0.25
C -1.7963 4.7459 0.7038 -0.85
C -0.6535 5.4270 0.1202 0.19
N 0.2524 5.9639 -0.3397 -0.14
H -1.5183 4.3174 1.6661 0.35
H -2.6082 5.4590 0.8449 0.36
H -2.1251 3.9475 0.0374 0.10
C -5.3936 -2.2651 4.7571 -0.57
C -6.0700 -2.0746 6.0362 0.29
N -6.5981 -1.9286 7.0453 -0.40
H -4.3138 -2.2415 4.8974 0.14
H -5.6711 -3.2274 4.3324 0.33
H -5.6808 -1.4751 4.0654 0.25
C -5.5972 3.6671 0.6056 -0.55
C -6.0948 2.3024 0.5193 0.39
N -6.4873 1.2262 0.4506 -0.49
H -4.5671 3.6567 0.9507 -0.01
H -5.6410 4.1406 -0.3736 0.29
H -6.2039 4.2385 1.3057 0.35

=====

147
Properties=species:S:1:pos:R:3:lowdin_spin:R:1 method="wB97M-V/def2-TZVPD" homo_lumo_gap_ev="8.407 / 9.434" homo_energy_ev="-8.2 / -9.2" spin_multiplicity=2 energy_ha=-4293.26949
C -4.4724 1.2086 6.1421 0.00
C -4.9777 -0.1434 5.7337 0.00
O -5.8922 -0.3199 4.9514 0.00
O -4.3176 -1.1311 6.3554 0.00
C -4.5319 -2.4628 5.8561 0.00
C -3.7161 -2.7105 4.6088 0.00
C -2.2233 -2.7258 4.9360 0.00
C -1.3456 -2.8802 3.7090 0.00
C -1.4312 -1.6503 2.7789 0.00
C -1.6991 -2.0687 1.3555 0.00
C -1.8095 -0.8893 0.4032 0.03
C -1.8550 -1.4682 -1.0228 0.00
C -3.1344 -0.1574 0.6484 0.02
N -0.6135 0.0141 0.4736 0.38
O -0.7233 1.0507 -0.2719 0.51
C -0.1072 0.3466 1.8337 0.03
C -0.8386 1.5578 2.4565 0.01
C 1.3865 0.7182 1.6811 0.01
C -0.1387 -0.8557 2.7886 0.00
H -3.3894 1.2455 6.1892 0.00
H -4.8363 1.9225 5.4116 0.00
H -4.9238 1.4753 7.0950 0.00
H -4.1775 -3.1255 6.6424 0.00
H -5.5833 -2.6910 5.7098 0.00
H -4.0265 -3.6619 4.1780 0.00
H -3.9145 -1.9331 3.8733 0.00
H -2.0340 -3.5086 5.6713 0.00
H -1.9731 -1.7742 5.4030 0.00
H -1.5728 -3.7901 3.1532 0.00
H -0.3062 -2.9684 4.0289 0.00
H -2.2132 -0.9998 3.1734 0.00
H -2.6426 -2.6095 1.3088 0.00
H -0.8653 -2.7055 1.0618 0.00
H -1.5571 -2.5132 -1.0171 0.00
H -2.8506 -1.4093 -1.4463 0.00
H -1.1815 -0.9356 -1.6753 0.00
H -3.9288 -0.8161 0.3059 0.00
H -3.2104 0.7485 0.0544 0.00
H -3.3339 0.0490 1.6966 0.00
H -1.8599 1.6775 2.1095 0.00
H -0.3027 2.4768 2.2418 0.00
H -0.8506 1.4393 3.5354 0.00
H 1.5416 1.7619 1.4351 0.00
H 1.8178 0.1075 0.8935 0.00
H 1.9257 0.4462 2.5849 0.00
H 0.0750 -0.5268 3.8030 0.00
H 0.6598 -1.5410 2.4894 0.00
C -5.1200 0.2433 10.9771 0.00
C -4.0985 0.6166 9.9234 0.00
O -4.2108 2.0417 9.8791 0.00
C -4.7142 2.4661 11.0667 0.00
O -4.7717 3.5990 11.4092 0.00
O -5.1394 1.4106 11.8048 0.00
H -4.8414 -0.6316 11.5580 0.00
H -6.1165 0.0923 10.5582 0.00
H -3.0810 0.3522 10.2166 0.00
H -4.3113 0.1844 8.9489 0.00
C 0.6253 -0.5746 -4.4970 0.00
C -0.0435 0.7770 -4.3800 0.00
O -1.3229 0.5326 -4.9750 0.00
C -1.5890 -0.7815 -4.8846 0.00
O -2.6427 -1.2726 -5.1336 0.00
O -0.4883 -1.4753 -4.4696 0.00
H 1.3045 -0.7867 -3.6761 0.00
H 1.1539 -0.6988 -5.4391 0.00
H -0.1921 1.0830 -3.3436 0.00
H 0.4854 1.5614 -4.9142 0.00
C 3.6554 0.3345 -8.8870 0.00
C 3.5839 -1.1047 -8.4237 0.00
O 3.7710 -0.9765 -7.0045 0.00
C 3.4084 0.2719 -6.6430 0.00
O 3.2913 0.6354 -5.5136 0.00
O 3.1924 1.0435 -7.7223 0.00
H 3.0206 0.5455 -9.7397 0.00
H 4.6720 0.6555 -9.1097 0.00
H 2.6073 -1.5552 -8.6085 0.00
H 4.3541 -1.7340 -8.8511 0.00
C -7.2327 -1.4747 2.4154 0.00
C -8.5059 -2.2321 2.1047 0.00
O -8.0233 -3.3389 1.3331 0.00
C -6.7196 -3.5386 1.6489 0.00
O -6.0786 -4.4788 1.3098 0.00
O -6.2511 -2.5189 2.4053 0.00
H -7.2462 -0.9764 3.3758 0.00
H -6.9804 -0.7500 1.6384 0.00
H -8.9915 -2.6178 3.0031 0.00
H -9.2250 -1.6527 1.5319 0.00
C 2.6054 1.0743 6.4542 0.00
C 1.9303 2.4235 6.6014 0.00
O 0.6479 2.1850 6.0083 0.00
C 0.3924 0.8597 6.0729 0.00
O -0.6528 0.3588 5.8024 0.00
O 1.4876 0.1772 6.4657 0.00
H 3.2875 0.8402 7.2665 0.00
H 3.1290 0.9687 5.5030 0.00
H 1.7858 2.7092 7.6444 0.00
H 2.4468 3.2239 6.0791 0.00
C -2.0448 -5.7456 -3.9851 0.00
C -1.9726 -4.5470 -3.0633 0.00
O -1.0976 -5.0168 -2.0262 0.00
C -0.3332 -6.0123 -2.5320 0.00
O 0.6009 -6.4956 -1.9813 0.00
O -0.7813 -6.3813 -3.7568 0.00
H -2.1510 -5.4738 -5.0316 0.00
H -2.8402 -6.4405 -3.7094 0.00
H -1.5199 -3.6841 -3.5425 0.00
H -2.9351 -4.2631 -2.6499 0.00
C 7.4300 -2.6136 -12.1573 0.00
C 7.5742 -2.3978 -10.6639 0.00
O 6.5555 -1.4231 -10.4032 0.00
C 5.6217 -1.5137 -11.3787 0.00
O 4.5710 -0.9567 -11.3517 0.00
O 6.0438 -2.3199 -12.3732 0.00
H 7.6553 -3.6287 -12.4710 0.00
H 8.0302 -1.9149 -12.7414 0.00
H 7.3541 -3.2973 -10.0873 0.00
H 8.5481 -2.0155 -10.3726 0.00
C 4.7651 1.0351 -2.4746 0.00
C 5.4569 -0.3074 -2.4433 0.00
O 5.6087 -0.5397 -1.0320 0.00
C 4.6732 0.1648 -0.3681 0.00
O 4.4317 0.0344 0.8065 0.00
O 4.0364 1.0335 -1.2107 0.00
H 4.0863 1.1510 -3.3143 0.00
H 5.4714 1.8642 -2.4736 0.00
H 4.8451 -1.1046 -2.8684 0.00
H 6.4239 -0.2997 -2.9374 0.00
C 5.5492 5.9003 -3.4912 0.00
C 4.2100 5.1993 -3.3957 0.00
O 4.4079 4.0557 -4.2406 0.00
C 5.7267 3.8013 -4.3080 0.00
O 6.1978 2.8119 -4.7741 0.00
O 6.4454 4.8049 -3.7568 0.00
H 5.8316 6.4122 -2.5774 0.00
H 5.5947 6.6021 -4.3252 0.00
H 3.9894 4.8470 -2.3900 0.00
H 3.3815 5.7987 -3.7508 0.00
C 1.1339 6.7566 1.0035 0.00
C 0.8255 5.5636 0.1198 0.00
O 1.4851 5.9230 -1.1014 0.00
C 2.4685 6.8008 -0.8127 0.00
O 3.3035 7.1422 -1.5901 0.00
O 2.3815 7.2191 0.4664 0.00
H 1.2459 6.4995 2.0529 0.00
H 0.3953 7.5534 0.9053 0.00
H 1.2624 4.6367 0.4939 0.00
H -0.2361 5.4122 -0.0520 0.00

=====

138
Properties=species:S:1:pos:R:3:mulliken_charge:R:1 method="wB97M-V/def2-TZVPD" homo_lumo_gap_ev=8.176 homo_energy_ev=-7.8 energy_ha=-2834.44472
C 5.6298 0.6193 0.1315 -1.38
C 4.2995 0.4428 -0.5579 1.03
O 3.8593 -0.6616 -0.7695 -0.57
C 3.5808 1.6966 -0.9437 -0.25
H 5.5402 1.1154 1.1043 0.17
H 6.2902 1.2592 -0.4644 0.52
H 6.0991 -0.3471 0.2939 0.38
H 4.1890 2.3129 -1.6109 0.64
H 3.3905 2.2896 -0.0463 -0.14
H 2.6332 1.4955 -1.4350 -0.32
C 1.3893 -5.6453 -0.2856 -1.58
C 0.7490 -4.4138 0.2852 0.69
O -0.1435 -3.8528 -0.2958 -0.38
C 1.2827 -3.9227 1.6073 -0.20
H 1.2037 -6.5362 0.3204 0.37
H 2.4759 -5.5433 -0.3412 0.35
H 1.0056 -5.8329 -1.2868 0.39
H 1.1057 -4.6771 2.3697 0.64
H 0.8654 -2.9372 1.7910 -0.34
H 2.3607 -3.7836 1.4724 0.00
C -2.8938 -1.1027 3.9003 -0.57
C -3.0356 -2.1223 2.7786 0.70
O -3.8556 -1.9892 1.8704 -0.58
C -2.0027 -3.2518 2.7283 -0.36
H -1.9744 -1.2601 4.4452 0.19
H -3.7336 -1.3236 4.5854 0.49
H -3.1085 -0.0802 3.6037 -0.18
H -2.5451 -4.1673 2.9796 0.45
H -1.1031 -3.1009 3.3135 0.11
H -1.6743 -3.2978 1.6847 -0.21
C 2.6753 0.3599 -4.1421 -0.51
C 2.2712 -0.8373 -4.9841 0.59
O 1.9858 -1.9074 -4.4834 -0.74
N 2.2480 -0.6501 -6.3315 -0.13
C 1.7730 -1.5722 -7.3151 -0.94
H 1.9745 0.4974 -3.3301 -0.23
H 2.7538 1.2472 -4.7703 0.58
H 3.6531 0.1362 -3.7116 0.21
H 2.4698 0.2725 -6.6544 0.25
H 1.0431 -1.0878 -7.9642 0.36
H 1.2457 -2.4049 -6.8552 0.20
H 2.5974 -1.9799 -7.8991 0.35
C -0.5519 -0.4404 0.1780 0.60
C 0.9483 -0.6658 0.2293 -0.62
O 1.5550 -0.4749 1.3110 -0.90
N 1.6450 -0.9374 -0.9030 0.61
C 1.0465 -1.1796 -2.2132 -1.30
H -0.8434 -0.1707 1.1862 0.35
H -1.0742 -1.3356 -0.1617 -0.34
H -0.7167 0.3945 -0.5096 -0.10
H 2.6094 -1.2026 -0.7552 0.83
H 1.8579 -1.4167 -2.8919 1.66
H 0.5182 -0.2730 -2.5495 0.17
H 0.2443 -1.9239 -2.2161 -1.54
C -4.3654 -1.0951 -1.1222 -0.06
C -5.1241 -0.5913 -2.3307 0.46
O -4.9612 0.5254 -2.7851 -0.63
N -5.9549 -1.5077 -2.9193 -0.08
C -6.7842 -1.2345 -4.0506 -1.00
H -4.9516 -0.9264 -0.2230 0.53
H -3.3885 -0.6403 -1.0481 -0.59
H -4.2686 -2.1729 -1.2642 0.28
H -5.9560 -2.4118 -2.4873 0.29
H -7.7521 -0.7716 -3.8240 0.30
H -7.0135 -2.1556 -4.5903 0.38
H -6.2842 -0.5685 -4.7547 0.30
C 1.8795 -0.9995 5.2912 -0.18
C 3.1038 -1.6403 4.6733 0.61
O 3.9147 -2.2854 5.3301 -0.75
N 3.2462 -1.3722 3.3626 1.04
C 4.3276 -1.7409 2.4834 -1.10
H 1.8652 0.0666 5.0840 -0.19
H 1.8140 -1.2010 6.3525 0.45
H 0.9877 -1.4385 4.8240 -0.12
H 2.5629 -0.8033 2.8720 -0.27
H 4.1534 -2.8019 2.2139 0.36
H 5.3111 -1.7917 2.9470 0.33
H 4.3215 -1.2083 1.5417 0.29
N -4.0708 4.4520 1.0846 0.04
C -3.3915 3.2995 0.8336 -1.34
C -3.6764 2.4142 1.8406 -0.09
C -4.6180 3.0697 2.7105 -0.73
C -4.7448 4.3498 2.2837 -0.52
H -3.9436 5.2964 0.5675 0.22
H -2.7590 3.2527 -0.0360 0.89
H -3.4293 1.3660 1.8797 0.73
H -5.0709 2.6448 3.5917 0.48
H -5.2867 5.1786 2.7018 0.43
N -1.1447 -2.8498 -5.2395 0.33
C -0.4757 -2.8295 -4.0615 -1.95
C -1.4010 -2.9984 -3.0581 1.10
C -2.6768 -2.9505 -3.6681 -2.09
C -2.4988 -2.8828 -5.0142 -0.35
H -0.7421 -2.8936 -6.1512 0.23
H 0.5975 -2.8392 -3.9798 1.24
H -1.1739 -3.0416 -2.0061 0.49
H -3.6467 -3.0271 -3.2106 0.82
H -3.2180 -2.9170 -5.8100 0.43
N -1.9404 2.5501 4.3915 0.22
C -2.3563 2.6211 5.6965 -0.45
C -1.3552 2.1581 6.4994 -1.07
C -0.2331 1.8965 5.6448 -0.51
C -0.6461 2.0800 4.3518 -0.33
H -2.5360 2.7399 3.5714 0.24
H -3.3054 3.0611 5.9559 0.45
H -1.4076 1.9332 7.5497 0.42
H 0.7362 1.6489 6.0414 0.62
H -0.1558 1.9725 3.3939 0.34
N 1.6419 5.2150 1.2580 0.25
C 0.6958 4.5457 1.9920 -1.76
C 0.1738 3.5925 1.1793 0.44
C 0.8138 3.6512 -0.0877 -0.47
C 1.7117 4.6871 -0.0013 -1.11
H 2.1221 6.0541 1.5076 0.21
H 0.4517 4.8349 2.9973 0.61
H -0.6837 2.9744 1.3894 0.52
H 0.5144 3.0300 -0.9145 0.82
H 2.3822 5.0938 -0.7406 0.44
N -1.7451 -0.3282 -4.2547 -0.08
C -1.0424 0.2025 -5.2792 -0.35
C -0.9036 1.5366 -5.0319 -1.30
C -1.5668 1.8072 -3.8150 -1.06
C -2.1003 0.6333 -3.3700 -0.69
H -2.0155 -1.2982 -4.2082 1.28
H -0.6868 -0.4338 -6.0681 0.58
H -0.4058 2.2497 -5.6626 0.47
H -1.6420 2.7677 -3.3328 0.58
H -2.7452 0.3800 -2.5503 0.36
N 3.0239 2.7847 2.8311 0.89
C 3.9222 1.7614 2.8683 -0.80
C 4.8133 1.9724 3.8786 -0.84
C 4.5072 3.2588 4.4099 -1.30
C 3.4007 3.7127 3.7737 -0.18
H 2.2329 2.8656 2.2067 -0.01
H 3.7405 0.8775 2.2782 0.84
H 5.6229 1.3218 4.1489 0.50
H 4.9996 3.8233 5.1857 0.46
H 2.8453 4.6087 3.9896 0.35